Formula: C5H13NO
Source: the Open Molecules 2025 dataset
Level of theory: ωB97M-V/def2-TZVPD

Each line ends with the natural charge from an NBO analysis.
Atoms and positions in Å:
C (-1.2333, 1.4250, 1.8084)  -0.22
N (0.0668, 0.6905, 1.8424)  -0.60
C (0.3761, -0.0944, 0.7052)  -0.16
C (0.1647, 0.5025, -0.5358)  0.00
C (2.2725, -1.7464, -2.5098)  -0.86
O (-0.6126, -0.0866, -1.5644)  -0.65
C (-2.3453, 0.4644, 1.3999)  -0.64
H (-1.4366, 1.7303, 2.8273)  0.20
H (-1.1182, 2.2724, 1.1311)  0.18
H (0.8138, 1.3132, 2.1154)  0.37
H (1.1605, -0.8079, 0.8799)  0.20
H (1.2128, -2.0008, -2.5207)  0.21
H (0.4417, 1.5271, -0.7875)  0.18
H (2.6942, -2.3515, -1.7046)  0.21
H (2.7564, -1.9488, -3.4636)  0.23
H (2.3290, -0.6962, -2.2099)  0.21
H (0.2302, -0.6370, -1.2859)  0.49
H (-1.9859, -0.5551, 1.5860)  0.22
H (-3.2811, 0.5493, 1.9582)  0.21
H (-2.5057, 0.4501, 0.3284)  0.22

Force components x, y, z for each atom (eV/Å):
C 0.4959 -0.7113 -0.1906
N 0.3402 0.7092 -0.5415
C 0.6559 1.4238 -0.2604
C -1.6614 2.0718 1.3028
C -0.3999 -0.0050 0.8003
O 3.5241 -1.1171 0.9275
C 0.2950 -0.9194 -0.2005
H 0.2096 0.4624 0.1560
H -0.5449 0.2274 0.2703
H 0.2309 0.0023 0.5628
H -0.6919 -1.4536 -0.0720
H -0.0070 -0.1218 -0.4638
H -0.9990 0.4526 0.8019
H 0.2783 0.0419 -0.1982
H -0.1149 0.1087 0.1277
H 0.2973 -0.0695 -0.2793
H -1.6250 -1.9764 -2.6152
H -0.0713 0.1347 0.2294
H 0.1412 0.4504 -0.2090
H -0.3531 0.2889 -0.1481

The highest occupied orbital energy comes out at -7.8 eV. For the total energy, the calculation gives -328.1142 Ha. The net charge is 0. The energy above the lowest of the compared OMol25 structures with the same formula, charge and spin is 5.570 eV. Its multiplicity is 1.